#w
{"formula": "C5H13N3O2", "method": "ωB97M-V/def2-TZVPD", "e_homo_ev": -7.490, "homo_lumo_gap_ev": 7.11, "lumo_ev": -0.4, "species": ["C", "C", "C", "N", "N", "H", "H", "H", "H", "H", "H", "H", "H", "C", "N", "C", "O", "O", "H", "H", "H", "H", "H"], "coordinates": [[1.61, 1.27, -0.61], [-1.28, 1.36, -0.80], [-0.55, 0.86, 0.43], [-1.26, 1.17, 1.64], [0.80, 0.97, 0.55], [-0.60, 1.36, 2.38], [-1.84, 0.38, 1.91], [1.48, 2.34, -0.84], [2.66, 1.10, -0.36], [1.37, 0.69, -1.50], [-2.31, 1.01, -0.78], [-0.82, 1.04, -1.73], [-1.30, 2.46, -0.78], [-0.57, -1.65, -1.07], [0.93, -1.07, 0.86], [-0.54, -1.17, 0.37], [1.90, -1.98, 0.38], [-1.36, -1.61, 1.19], [2.48, -2.17, 1.14], [0.94, -0.99, 1.88], [0.18, -1.17, -1.70], [-1.56, -1.46, -1.48], [-0.39, -2.73, -1.08]]}

=====

#x
{"formula": "C5H13N3O2", "method": "ωB97M-V/def2-TZVPD", "e_homo_ev": -8.528, "homo_lumo_gap_ev": 9.27, "smiles": "CCN=C(N)N.CC(=O)O", "lumo_ev": 0.7, "species": ["C", "C", "N", "C", "N", "N", "H", "H", "H", "H", "H", "H", "H", "H", "H", "C", "C", "O", "O", "H", "H", "H", "H"], "coordinates": [[0.50, 2.66, 2.62], [-0.36, 1.67, 1.84], [0.21, 1.45, 0.52], [-0.40, 1.67, -0.58], [0.40, 1.76, -1.71], [-1.78, 1.62, -0.74], [0.95, 3.49, 2.10], [1.21, 2.09, 3.21], [-0.19, 3.20, 3.30], [-0.45, 0.70, 2.33], [-1.39, 2.06, 1.73], [1.32, 1.40, -1.51], [0.22, 1.31, -2.61], [-2.09, 1.81, -1.68], [-2.32, 2.05, -0.02], [-0.92, -3.22, -0.62], [0.50, -2.73, -0.63], [1.26, -2.61, -1.55], [0.90, -2.44, 0.63], [-1.11, -3.64, 0.37], [-1.28, -3.74, -1.51], [-1.58, -2.35, -0.58], [1.74, -2.01, 0.58]]}

=====

#y
{"formula": "C5H13N3O2", "method": "ωB97M-V/def2-TZVPD", "e_homo_ev": -8.640, "homo_lumo_gap_ev": 9.49, "smiles": "C=NN(C)C.COC(N)=O", "lumo_ev": 0.9, "species": ["C", "N", "N", "C", "C", "H", "H", "H", "H", "H", "H", "H", "H", "C", "O", "C", "N", "O", "H", "H", "H", "H", "H"], "coordinates": [[-1.64, -1.51, -0.52], [-0.83, -0.83, -1.26], [0.50, -0.62, -0.70], [1.23, 0.34, -1.55], [1.32, -1.83, -0.55], [-2.64, -1.74, -0.92], [-1.43, -1.80, 0.52], [2.28, 0.41, -1.26], [1.16, 0.06, -2.61], [0.79, 1.33, -1.44], [2.07, -2.01, -1.32], [0.74, -2.76, -0.56], [1.84, -1.83, 0.41], [-1.59, 2.13, 0.23], [-1.17, 1.04, 1.04], [0.26, 0.97, 1.40], [0.37, 0.05, 2.39], [0.99, 1.94, 1.34], [-1.73, 1.79, -0.80], [-0.86, 2.96, 0.22], [-2.55, 2.49, 0.60], [1.21, 0.10, 2.94], [-0.32, -0.69, 2.39]]}

=====

#x ends up most stable, edging out the next structure by 0.0793 hartree.

=====

#w
{"formula": "C5H13N3O2", "method": "ωB97M-V/def2-TZVPD", "e_homo_ev": -8.180, "homo_lumo_gap_ev": 8.82, "lumo_ev": 0.6, "species": ["C", "C", "C", "N", "O", "H", "H", "H", "H", "H", "H", "H", "C", "N", "C", "N", "O", "H", "H", "H", "H", "H", "H"], "coordinates": [[-1.07, 0.26, 0.97], [-1.20, 1.76, 0.74], [1.28, -0.38, 0.70], [1.87, 0.78, 1.12], [1.35, -1.47, 1.26], [2.13, 1.44, 0.41], [2.46, 0.68, 1.93], [-0.66, 0.01, 1.95], [-2.06, -0.20, 1.03], [-0.23, 2.25, 0.75], [-1.83, 2.22, 1.51], [-1.68, 1.97, -0.22], [-1.13, -2.06, -0.51], [1.08, -0.43, -0.81], [-0.81, -0.61, -0.75], [1.41, 0.74, -1.56], [-1.21, 0.06, -1.67], [1.39, -1.32, -1.18], [1.97, 0.46, -2.36], [0.51, 1.09, -1.91], [-0.50, -2.44, 0.30], [-2.18, -2.17, -0.27], [-0.91, -2.63, -1.42]]}

=====

#x
{"formula": "C5H13N3O2", "method": "ωB97M-V/def2-TZVPD", "e_homo_ev": -7.490, "homo_lumo_gap_ev": 8.20, "lumo_ev": 0.7, "species": ["C", "C", "C", "C", "C", "N", "N", "N", "O", "O", "H", "H", "H", "H", "H", "H", "H", "H", "H", "H", "H", "H", "H"], "coordinates": [[2.29, -0.13, 0.55], [0.86, 0.09, 1.12], [2.30, 0.48, -0.79], [0.06, 0.03, -0.20], [-1.75, 0.98, -0.06], [-2.22, 0.69, 1.16], [-0.33, -1.39, -0.58], [-2.58, 0.62, -1.06], [-1.39, -1.87, 0.12], [0.95, 0.47, -1.22], [3.07, 0.21, 1.23], [2.36, -1.22, 0.46], [0.65, -0.82, 1.74], [0.73, 1.01, 1.88], [2.75, 1.56, -0.74], [2.96, -0.20, -1.44], [-1.19, 1.86, -0.30], [-2.83, -0.02, 1.22], [-1.57, 0.67, 1.91], [-0.60, -1.35, -1.59], [0.41, -2.14, -0.42], [-2.20, 0.97, -1.99], [-2.73, -0.47, -0.99]]}

=====

#w ends up most stable, edging out the next structure by 0.0867 hartree.

=====

#w
{"formula": "CH12O4S2", "method": "ωB97M-V/def2-TZVPD", "e_homo_ev": -8.913, "homo_lumo_gap_ev": 9.25, "smiles": "CSS.O.O.O.O", "lumo_ev": 0.3, "species": ["C", "S", "S", "H", "H", "H", "H", "O", "H", "H", "O", "H", "H", "O", "H", "H", "O", "H", "H"], "coordinates": [[-0.76, -3.77, -0.91], [0.18, -2.30, -0.38], [-0.20, -0.93, -1.82], [-0.32, -4.60, -0.39], [-0.66, -3.85, -1.99], [-1.82, -3.68, -0.59], [-1.61, -1.15, -1.94], [2.11, 0.99, 1.97], [2.45, 0.17, 2.35], [1.41, 0.65, 1.38], [-0.60, 0.68, 0.82], [-0.93, -0.11, 0.36], [-1.31, 0.90, 1.43], [-1.60, 3.73, 1.40], [-1.34, 4.63, 1.15], [-0.74, 3.31, 1.28], [1.08, 3.53, 0.40], [1.15, 3.20, -0.50], [1.75, 3.04, 0.89]]}

=====

#x
{"formula": "CH12O4S2", "method": "ωB97M-V/def2-TZVPD", "e_homo_ev": -9.194, "homo_lumo_gap_ev": 9.52, "smiles": "CSS.O.O.O.O", "lumo_ev": 0.3, "species": ["C", "S", "S", "H", "H", "H", "H", "O", "H", "H", "O", "H", "H", "O", "H", "H", "O", "H", "H"], "coordinates": [[-3.32, 2.25, -0.36], [-2.05, 1.78, -1.51], [-0.79, 3.22, -2.05], [-2.98, 2.00, 0.65], [-4.24, 1.74, -0.64], [-3.48, 3.31, -0.13], [-0.10, 3.32, -0.89], [0.11, -0.79, -1.85], [-0.30, -0.11, -2.38], [-0.67, -1.29, -1.57], [0.88, -2.95, 3.47], [1.54, -3.64, 3.46], [0.96, -2.59, 2.57], [2.73, -2.22, 1.30], [2.60, -1.51, 0.64], [2.72, -3.01, 0.74], [2.12, 0.14, -0.10], [1.58, -0.35, -0.74], [2.69, 0.71, -0.60]]}

=====

#w ends up most stable, edging out the next structure by 0.0053 hartree.

=====

#w
{"formula": "C4H11N2O", "method": "ωB97M-V/def2-TZVPD", "spin_multiplicity": 2, "e_homo_ev": [-4.815, -8.617], "homo_lumo_gap_ev": [5.54, 9.32], "lumo_ev": [0.7, 0.7], "species": ["O", "C", "C", "C", "C", "N", "N", "H", "H", "H", "H", "H", "H", "H", "H", "H", "H", "H"], "coordinates": [[2.08, 1.06, -1.92], [0.97, 1.43, -1.34], [0.54, 0.57, -0.15], [-0.43, -0.56, -0.58], [-1.71, -0.43, 0.23], [-1.47, -0.74, 1.64], [1.90, -0.02, 0.17], [0.46, 2.37, -1.48], [0.21, 1.12, 0.73], [-0.01, -1.55, -0.34], [-0.71, -0.42, -1.62], [-2.55, -0.99, -0.19], [-2.07, 0.61, 0.17], [-1.56, -1.74, 1.79], [-2.16, -0.29, 2.23], [1.83, -0.99, 0.46], [2.38, 0.12, -0.78], [2.31, 0.45, 0.97]]}

=====

#x
{"formula": "C4H11N2O", "method": "ωB97M-V/def2-TZVPD", "spin_multiplicity": 2, "e_homo_ev": [-5.068, -8.065], "homo_lumo_gap_ev": [5.55, 8.54], "lumo_ev": [0.5, 0.5], "species": ["N", "C", "O", "H", "H", "H", "H", "H", "C", "C", "C", "N", "H", "H", "H", "H", "H", "H"], "coordinates": [[0.60, -1.14, 0.73], [0.13, -0.75, 2.07], [0.48, 0.60, 2.30], [1.56, -0.81, 0.64], [0.60, -2.15, 0.64], [-0.94, -0.90, 2.17], [0.59, -1.37, 2.85], [0.78, 0.66, 3.20], [0.01, 1.13, -1.71], [0.79, 1.88, -0.90], [-1.62, -0.58, -1.98], [-0.70, 0.03, -1.22], [-0.07, 1.16, -2.79], [0.84, 1.70, 0.16], [1.25, 2.77, -1.30], [-2.03, -1.52, -1.62], [-1.91, -0.25, -2.98], [-0.37, -0.45, -0.26]]}

=====

#y
{"formula": "C4H11N2O", "method": "ωB97M-V/def2-TZVPD", "spin_multiplicity": 2, "e_homo_ev": [-8.871, -8.854], "homo_lumo_gap_ev": [9.88, 7.07], "lumo_ev": [1.0, -1.8], "species": ["N", "C", "C", "N", "C", "C", "O", "H", "H", "H", "H", "H", "H", "H", "H", "H", "H", "H"], "coordinates": [[-0.01, 1.77, 1.71], [0.93, 0.70, 1.53], [1.06, 0.09, 0.11], [0.36, -1.19, 0.08], [-0.46, -1.44, -1.15], [-1.54, -0.30, -1.22], [-1.08, 0.89, -1.60], [-0.84, 1.64, 1.13], [0.32, 2.70, 1.49], [1.92, 1.13, 1.85], [0.82, -0.13, 2.25], [2.12, 0.03, -0.20], [0.50, 0.79, -0.54], [1.06, -1.93, 0.02], [-0.77, -2.48, -1.09], [0.01, -1.29, -2.16], [-2.36, -0.68, -1.95], [-2.03, -0.31, -0.24]]}

=====

#w ends up most stable, edging out the next structure by 0.0061 hartree.

=====

#w
{"formula": "C4H9N2O", "method": "ωB97M-V/def2-TZVPD", "total_charge": 1, "e_homo_ev": [-14.030, -14.028], "homo_lumo_gap_ev": [8.87, 8.87], "smiles": "CC/C=[NH+]/C=[NH+]\\[O-]", "lumo_ev": [-5.2, -5.2], "species": ["C", "C", "C", "N", "C", "N", "O", "H", "H", "H", "H", "H", "H", "H", "H", "H"], "coordinates": [[-1.95, -0.85, 0.18], [-1.16, 0.50, -0.02], [0.26, 0.26, -0.35], [1.20, 1.05, 0.21], [2.55, 0.62, 0.14], [2.78, -0.63, -0.17], [1.87, -1.46, -0.29], [-2.91, -0.83, -0.47], [-2.11, -0.94, 1.28], [-1.27, -1.60, -0.14], [-1.25, 0.92, 0.94], [-1.54, 0.93, -0.96], [0.53, -0.17, -1.43], [0.88, 1.49, 1.10], [3.31, 1.37, 0.05], [3.81, -1.07, -0.20]]}

=====

#x
{"formula": "C4H9N2O", "method": "ωB97M-V/def2-TZVPD", "total_charge": 1, "e_homo_ev": [-14.405, -14.404], "homo_lumo_gap_ev": [9.06, 9.06], "lumo_ev": [-5.3, -5.3], "species": ["C", "C", "C", "C", "N", "N", "O", "H", "H", "H", "H", "H", "H", "H", "H", "H"], "coordinates": [[1.33, 0.81, 0.22], [-0.48, -1.57, 0.73], [-1.33, 0.06, -0.95], [-0.76, -0.27, 0.35], [1.76, -0.15, -0.34], [1.18, 2.07, 0.48], [1.72, -1.34, -0.46], [-1.16, -2.27, 0.34], [-0.14, -1.77, 1.75], [0.33, -1.73, 0.03], [-0.50, -0.17, -1.64], [-1.76, 1.17, -1.12], [-2.26, -0.46, -1.29], [-0.73, 0.49, 1.14], [1.88, 2.49, 1.05], [0.91, 2.65, -0.30]]}

=====

#w ends up most stable, edging out the next structure by 0.0616 hartree.

=====

#w
{"formula": "C4H9N2O", "method": "ωB97M-V/def2-TZVPD", "total_charge": 1, "e_homo_ev": -14.968, "homo_lumo_gap_ev": 11.29, "smiles": "C=CC[NH2+][C@@H]1NO1", "lumo_ev": -3.7, "species": ["C", "C", "C", "N", "C", "N", "O", "H", "H", "H", "H", "H", "H", "H", "H", "H"], "coordinates": [[-2.57, 0.15, 0.03], [-1.58, -0.68, 0.27], [-0.13, -0.64, -0.13], [0.41, 0.70, 0.14], [1.90, 0.65, 0.20], [2.61, -0.14, -0.75], [2.42, -0.52, 0.65], [-3.52, -0.05, 0.31], [-2.51, 1.19, -0.48], [-1.94, -1.50, 0.85], [0.12, -0.77, -1.13], [0.37, -1.34, 0.39], [-0.15, 0.84, 1.06], [0.12, 1.36, -0.50], [2.52, 1.46, 0.45], [1.93, -0.71, -1.38]]}

=====

#x
{"formula": "C4H9N2O", "method": "ωB97M-V/def2-TZVPD", "total_charge": 1, "e_homo_ev": -13.737, "homo_lumo_gap_ev": 10.37, "lumo_ev": -3.4, "species": ["C", "C", "C", "C", "N", "N", "O", "H", "H", "H", "H", "H", "H", "H", "H", "H"], "coordinates": [[2.27, 0.00, -0.11], [-1.98, -0.30, 0.14], [-1.18, -1.14, 0.54], [-3.01, 0.65, -0.04], [1.04, -0.14, -0.31], [2.85, 0.25, 1.09], [0.49, 0.03, -1.55], [2.84, 0.22, -0.95], [-0.83, -2.09, 0.51], [1.19, 0.27, -2.17], [-0.08, -0.48, 0.30], [-2.76, 1.39, -0.76], [-3.46, 0.96, 0.84], [-3.78, 0.05, -0.52], [3.85, 0.38, 1.03], [2.56, -0.04, 1.95]]}

=====

#y
{"formula": "C4H9N2O", "method": "ωB97M-V/def2-TZVPD", "total_charge": 1, "e_homo_ev": -14.344, "homo_lumo_gap_ev": 10.66, "lumo_ev": -3.7, "species": ["C", "C", "C", "C", "N", "N", "O", "H", "H", "H", "H", "H", "H", "H", "H", "H"], "coordinates": [[1.81, -0.94, -0.19], [2.03, 0.50, 0.25], [-0.30, -0.18, -0.09], [-1.31, -0.43, 1.06], [0.60, -1.22, -0.34], [-1.09, 0.37, -1.25], [0.84, 1.10, 0.37], [2.43, -1.80, -0.41], [2.54, 0.59, 1.12], [2.62, 0.88, -0.65], [-0.88, -0.27, 2.05], [-1.64, -1.50, 1.12], [-2.13, 0.37, 1.22], [-0.65, 1.15, -1.78], [-1.87, 0.75, -0.66], [-1.55, -0.39, -1.81]]}

=====

#y ends up most stable, edging out the next structure by 0.0908 hartree.